64
Properties=species:S:1:pos:R:3 method="wB97M-V/def2-TZVPD" orbital_gap_ha="0.377 / 0.106" multiplicity=2 total_charge=+1 lumo_ev="-2.284 / -9.667"
C 2.71949 -21.53179 19.05741
O 2.96753 -21.51480 17.65085
P 1.74408 -21.03906 16.69551
O 0.39500 -21.16176 17.32917
O 2.13049 -19.51308 16.21431
C 3.20995 -19.22888 15.36179
O 1.97527 -21.88492 15.37243
C 1.11674 -21.67356 14.30161
H 1.89258 -20.90238 19.38631
H 3.62432 -21.25567 19.59882
H 2.53432 -22.55160 19.39475
H 2.87849 -18.84918 14.39532
H 3.79915 -20.11873 15.14017
H 3.89222 -18.61630 15.95115
H 0.38488 -20.90160 14.53943
H 0.57306 -22.60161 14.12486
H 1.71435 -21.46524 13.41416
C -1.93776 -22.96893 17.37027
O -3.11608 -23.41967 16.71879
P -3.02081 -23.42355 15.11682
O -4.35718 -23.54823 14.46886
O -1.97651 -24.63825 14.75962
C -2.29010 -25.97115 14.98802
O -2.17306 -22.08491 14.70878
C -2.61049 -20.77850 14.94314
H -1.06440 -23.24801 16.78082
H -1.84012 -23.38391 18.37344
H -2.01845 -21.88530 17.45579
H -3.35264 -26.11278 15.18560
H -1.63394 -26.40560 15.74221
H -2.00258 -26.53431 14.10016
H -2.50208 -20.15775 14.05375
H -1.93875 -20.37160 15.69898
H -3.60732 -20.81619 15.38247
C 6.93037 -20.33622 16.54825
Cl 8.68812 -20.61421 16.60253
Cl 6.30238 -20.20414 18.16075
Cl 6.14590 -21.65307 15.73442
H 6.73176 -19.41260 16.00456
C -0.58609 -19.17389 20.38386
Cl 0.86937 -18.34779 21.03260
Cl -0.65139 -20.94598 20.53312
Cl -0.85085 -18.62800 18.63849
H -1.49395 -18.89122 20.91677
C 0.31694 -26.06789 18.40034
Cl -1.41443 -26.19809 18.64596
Cl 0.94144 -24.98748 19.60346
Cl 0.72779 -25.37973 16.79407
H 0.71352 -27.06074 18.61261
C 0.24736 -16.89146 15.98498
Cl -0.83596 -15.49447 16.40843
Cl 1.76031 -16.25865 15.34862
Cl -0.55410 -17.92770 14.79745
H 0.48199 -17.53275 16.83457
C 4.42718 -15.87776 18.17031
Cl 4.89444 -16.14591 16.50155
Cl 5.92671 -15.96029 19.05941
Cl 3.27019 -17.07971 18.66379
H 3.99843 -14.87736 18.22929
C 3.62323 -16.10096 11.85930
Cl 5.00356 -16.39666 12.98488
Cl 2.72471 -14.56042 12.25029
Cl 2.42928 -17.44947 11.92673
H 4.00041 -16.04225 10.83832


50
Properties=species:S:1:pos:R:3 method="wB97M-V/def2-TZVPD" orbital_gap_ha=0.252 relative_energy_ev=0.9519 total_charge=+3 lumo_ev=-12.621
Hf 3.45818 12.87628 26.08171
Cl 4.98833 14.67958 24.79669
C 7.99850 12.75727 27.21883
O 7.45637 13.61806 28.23304
C 6.15894 13.73519 28.30728
O 5.36428 13.23161 27.50267
O 5.71018 14.44896 29.29176
C 6.59960 15.08883 30.23583
H 7.71789 11.71949 27.42112
H 9.08265 12.74642 27.22087
H 7.48450 13.04762 26.30346
H 7.43563 14.50797 30.61375
H 5.94047 15.43041 31.02923
H 6.96585 15.98656 29.73594
C 3.41222 14.42330 21.72632
O 3.23033 13.02847 21.52800
C 3.17699 12.18476 22.50753
O 3.28458 12.50290 23.70719
O 3.04236 10.93927 22.14919
C 3.01421 10.55821 20.74234
H 4.36750 14.75939 22.11876
H 2.56380 14.75754 22.32656
H 3.30003 14.91500 20.76183
H 3.35905 11.27938 20.00333
H 1.97534 10.36516 20.48104
H 3.60505 9.65996 20.58665
C 2.11984 8.28038 26.63764
O 1.47116 8.78125 25.44611
C 1.50948 10.03487 25.14918
O 2.16929 10.94479 25.70161
O 0.88378 10.31505 24.04448
C -0.32344 9.61058 23.58387
H 3.12688 8.67724 26.78452
H 2.29693 7.21506 26.52635
H 1.53631 8.54134 27.51714
H -0.30231 9.70616 22.50125
H -1.15660 10.24123 23.88709
H -0.39226 8.57671 23.90163
C 4.16406 18.33855 27.30392
O 3.88785 16.97148 26.99557
C 3.37854 16.09362 27.81379
O 3.18873 14.93502 27.42011
O 3.11527 16.55758 28.98263
C 2.64510 15.74239 30.06393
H 5.00974 18.32798 27.99322
H 3.22843 18.75122 27.67802
H 4.50278 18.84366 26.40385
H 3.33430 15.08397 30.58396
H 1.83687 15.12731 29.65744
H 2.09553 16.37566 30.75585


43
Properties=species:S:1:pos:R:3 method="wB97M-V/def2-TZVPD" orbital_gap_ha=0.278 smiles=COCCCCCCCCCCn1nnc(Cl)[n+]1O total_charge=+1 lumo_ev=-4.280
C -2.86493 0.68904 -2.18663
O -2.64554 1.59668 -1.13355
C -3.73273 1.78363 -0.23723
C -3.21528 1.98185 1.17575
C -2.78547 0.70711 1.90404
C -1.90255 -0.22357 1.07978
C -1.35612 -1.40284 1.88859
C -0.05191 -1.98675 1.32868
C 0.01861 -2.03936 -0.21101
C 0.95392 -0.99610 -0.82765
C 2.37708 -1.50955 -1.03433
C 3.26778 -0.48861 -1.75486
N 4.23879 0.16049 -0.85659
N 5.47252 -0.20349 -0.67516
N 6.02556 0.58120 0.21590
C 5.10534 1.46543 0.60305
Cl 5.26969 2.68787 1.71986
N 3.97752 1.20023 -0.06256
O 2.81073 1.85898 0.04807
H -3.21472 1.20123 -3.08886
H -3.60268 -0.07436 -1.91673
H -1.92045 0.19046 -2.41684
H -4.41022 0.92106 -0.28895
H -4.30387 2.66673 -0.54510
H -2.38310 2.69129 1.12649
H -4.00609 2.46945 1.75061
H -3.67362 0.15524 2.22936
H -2.25057 0.98860 2.81622
H -2.48916 -0.60098 0.23969
H -1.08318 0.35457 0.63701
H -1.17288 -1.06391 2.91188
H -2.11246 -2.18760 1.96779
H 0.78600 -1.39246 1.71532
H 0.09523 -2.99214 1.72439
H 0.35843 -3.03241 -0.51665
H -0.97262 -1.91300 -0.64495
H 0.97881 -0.13565 -0.13841
H 0.55812 -0.62267 -1.77694
H 2.36455 -2.42885 -1.61837
H 2.82176 -1.76684 -0.06832
H 3.88090 -0.91840 -2.54301
H 2.67846 0.32424 -2.18908
H 2.11036 1.30412 -0.35069


48
Properties=species:S:1:pos:R:3 method="wB97M-V/def2-TZVPD" orbital_gap_ha=0.159 total_charge=+1 lumo_ev=-5.800
O -0.52268 -0.21638 1.20364
C -0.68102 -1.30238 1.65569
O 0.36256 -2.20377 1.88513
C -2.11147 -1.87102 2.02089
C -3.15399 -1.08843 2.69862
C -4.41469 -1.77760 3.00554
N -4.65817 -3.08620 2.65437
C -3.68660 -3.83953 2.00944
P -3.93364 -5.66889 1.52584
O -2.73082 -6.43067 2.45148
Cl -5.84208 -6.23441 2.20315
C -2.36266 -3.28155 1.66353
H 0.02517 -2.77648 2.60776
H -3.00035 -0.01945 2.97055
H -5.22176 -1.21777 3.53695
H -5.53574 -3.57353 2.87608
H -2.32077 -5.75286 3.02656
H -1.56664 -3.89428 1.16963
C 2.54898 -0.35507 0.35530
S 2.98144 -1.72164 -0.73730
O 4.36015 -2.15756 -0.37592
C 3.10090 -0.72392 -2.23138
H 2.45940 -0.73899 1.37050
H 3.33012 0.40617 0.32345
H 1.59600 0.07203 0.04515
H 3.84408 0.06307 -2.09236
H 2.12594 -0.28772 -2.45820
H 3.40636 -1.37136 -3.05269
C -1.89716 1.66449 -3.61080
S -0.32190 1.24130 -4.37876
O 0.17753 -0.00197 -3.71573
C 0.59983 2.62543 -3.68899
H -2.62626 0.89974 -3.87733
H -1.78463 1.69715 -2.52551
H -2.23518 2.63237 -3.98317
H 0.55429 2.59574 -2.60378
H 0.18017 3.56232 -4.05881
H 1.63756 2.54345 -4.00959
C 3.97519 3.62025 0.39312
S 2.22675 3.29529 0.10354
O 1.99725 3.35769 -1.36977
C 1.63025 4.84223 0.81141
H 4.55142 2.78837 -0.01118
H 4.26968 4.54321 -0.10828
H 4.15788 3.69985 1.46560
H 2.07274 5.68758 0.28284
H 1.89025 4.88164 1.86998
H 0.54630 4.87410 0.70381


50
Properties=species:S:1:pos:R:3 method="wB97M-V/def2-TZVPD" orbital_gap_ha="0.153 / 0.121" relative_energy_ev=6.6101 multiplicity=2 total_charge=-2 lumo_ev="3.982 / 3.127"
Cu -1.35528 0.01996 -1.23970
S -3.32354 2.91036 -1.95546
O -4.59080 2.92557 -2.66660
O -2.20722 2.32917 -2.68358
O -2.87676 4.13916 -1.36829
O -3.55018 1.90416 -0.88782
S -3.77537 -2.67935 -3.14147
O -4.39547 -3.97783 -2.78744
O -4.55335 -1.51926 -2.66275
O -2.40421 -2.41664 -2.60809
O -3.72620 -2.73579 -4.58040
C 2.44140 3.04083 2.69968
C 1.11156 3.56584 3.16907
C 0.33467 3.44917 1.86258
O 0.75421 2.22005 1.24650
C 2.12599 2.04796 1.58702
H 3.05780 2.64929 3.50891
H 2.99299 3.91274 2.34810
H 1.01488 4.43864 3.81481
H 0.66228 2.77497 3.76971
H 0.50993 4.30863 1.21550
H -0.71214 3.22319 2.06562
H 2.67874 2.29319 0.68013
H 2.41012 1.07533 1.98871
C 4.10928 -0.86493 -2.57677
C 4.09303 0.47235 -3.27994
C 2.53586 0.74872 -3.45214
O 1.92055 -0.10708 -2.45753
C 2.68385 -1.36777 -2.49616
H 4.68376 -0.90004 -1.65112
H 4.70414 -1.59571 -3.12468
H 4.60816 0.41159 -4.23861
H 4.64457 1.19808 -2.68225
H 2.12396 0.59714 -4.44987
H 2.23002 1.75977 -3.18319
H 2.43356 -2.03285 -3.32267
H 2.49615 -2.02341 -1.64587
C -2.67174 -2.62764 3.49357
C -2.33244 -3.72664 2.60339
C -1.10995 -3.28554 1.85883
O -1.30588 -1.92478 1.64379
C -1.93186 -1.46722 2.88542
H -2.27494 -2.87379 4.47849
H -3.73795 -2.41203 3.42416
H -3.08088 -4.03642 1.87402
H -2.18506 -4.67641 3.11751
H -1.15674 -3.84372 0.92377
H -0.32118 -3.60258 2.54105
H -2.62072 -0.62855 2.78441
H -1.16142 -1.08974 3.55776


49
Properties=species:S:1:pos:R:3 method="wB97M-V/def2-TZVPD" orbital_gap_ha="0.229 / 0.229" relative_energy_ev=0.0000 total_charge=+2 lumo_ev="-10.328 / -10.328"
N -0.60755 1.64418 -0.78947
C -0.42153 2.83834 -0.85889
O -0.29805 4.01443 -0.97436
Tl -1.03363 -0.05982 -3.24838
V 0.04085 -0.06533 -0.10157
N 1.32462 -0.57603 -1.33588
N -1.39726 -1.23046 -0.35955
C 2.61066 0.16399 -1.50460
C -2.86617 -1.13119 -0.25935
C 2.61276 0.95916 -2.81127
C 3.76855 -0.83248 -1.50180
C 2.83039 1.12162 -0.34785
C -3.52685 -2.21905 -1.11516
C -3.33607 -1.33664 1.18829
C -3.34587 0.23743 -0.72322
H 2.43842 0.32930 -3.69440
H 3.60658 1.41668 -2.93372
H 1.87166 1.77169 -2.80723
H 3.72564 -1.45331 -0.59577
H 4.72624 -0.29237 -1.50581
H 3.75818 -1.49409 -2.37838
H 2.05541 1.88901 -0.27030
H 3.78131 1.64573 -0.50998
H 2.92147 0.59969 0.61090
H -3.18850 -2.17586 -2.16183
H -4.61895 -2.08024 -1.10351
H -3.32042 -3.22633 -0.72446
H -3.05155 -2.32224 1.57472
H -4.43454 -1.27643 1.23499
H -2.91978 -0.57062 1.85412
H -2.88656 1.05377 -0.15620
H -4.43643 0.29052 -0.58010
H -3.16104 0.40762 -1.79290
C -0.86919 -2.55000 0.03284
H 0.20631 -2.47947 0.26819
H -1.37465 -2.96237 0.92123
H -0.98910 -3.28588 -0.77976
C 1.21341 -1.75924 -2.21850
H 1.80217 -2.64137 -1.89003
H 0.16973 -2.10549 -2.28598
H 1.55417 -1.46578 -3.22645
F 0.68903 2.92767 4.85272
C -0.01354 2.03625 4.11363
F -0.16906 0.89249 4.81784
F -1.23060 2.55878 3.82944
S 0.90341 1.61471 2.53971
O 0.94891 2.85880 1.78969
O 2.13940 1.02060 2.98896
O -0.04703 0.60320 1.93888


Ordered calculated total energy results: -273188.0873; -51204.8584; -35399.9177; -80915.7000; -101659.2782; -74844.8369; unit eV.